--- 1 ---
Entry from OMol25: a cluster of 10 separate species, H20O10 in total (the ωB97M-V functional and the def2-TZVPD basis).

Properties
- Gap between HOMO and LUMO: 0.3590 hartree
- Highest occupied orbital energy: -9.93 eV
- 2S+1: 1
- LUMO level: -0.160 eV

CARTESIAN COORDINATES (ANGSTROEM)
O  7.1300  9.7009  -3.5250
H  7.9516  9.2262  -3.6508
H  6.5267  9.3077  -4.1555
O  4.8682  11.2463  -3.0117
H  5.5925  10.6891  -3.2964
H  4.2207  10.6364  -2.6582
O  7.8294  13.4771  -7.3253
H  7.6857  14.2177  -6.7361
H  8.5568  12.9950  -6.9320
O  5.7199  11.3195  -6.8282
H  6.1948  12.0409  -7.2409
H  6.3238  10.9821  -6.1665
O  4.7183  9.2659  -9.0761
H  5.0788  10.0848  -9.4161
H  3.8596  9.5074  -8.7292
O  6.4212  11.2072  -10.3284
H  7.2376  11.5881  -10.6518
H  5.8822  11.9616  -10.0904
O  7.1802  8.3871  -7.7224
H  7.3554  7.7625  -8.4262
H  6.7978  9.1453  -8.1641
O  3.8521  12.6759  -5.3412
H  3.7558  12.1872  -4.5238
H  4.6574  12.3356  -5.7308
O  6.5430  15.0705  -9.2164
H  6.9662  14.4752  -8.5978
H  6.9063  14.8293  -10.0685
O  5.0705  8.9049  -5.3255
H  5.2128  9.0398  -6.2624
H  4.7790  7.9958  -5.2555

---

--- 2 ---
Entry from OMol25: a cluster of 10 separate species, H20O10 in total (the ωB97M-V functional and the def2-TZVPD basis).

Properties
- Gap between HOMO and LUMO: 0.3879 hartree
- Highest occupied orbital energy: -10.55 eV
- 2S+1: 1
- LUMO level: 0.003 eV

CARTESIAN COORDINATES (ANGSTROEM)
O  -1.1204  0.9886  0.9496
H  -1.8781  0.3970  1.0194
H  -0.3611  0.3953  0.9258
O  -2.3623  3.4254  -1.3662
H  -2.4702  2.6866  -1.9758
H  -2.8824  3.1715  -0.5955
O  2.4118  -3.7460  0.7338
H  1.7110  -3.1863  1.0868
H  2.6983  -4.2688  1.4911
O  3.3459  3.5348  1.0891
H  2.5972  3.0630  1.4710
H  3.5061  3.0829  0.2529
O  -6.0224  -0.9795  0.0555
H  -5.8353  -1.9230  0.1169
H  -6.6699  -0.8230  0.7521
O  1.0573  -1.8236  -0.5057
H  1.2902  -1.1151  -1.1162
H  1.8128  -1.8774  0.0904
O  4.3531  -0.1458  -0.4345
H  3.6414  0.4813  -0.6056
H  4.9478  -0.0362  -1.1851
O  0.6264  1.2161  -2.4839
H  0.6303  0.6224  -3.2432
H  -0.2948  1.4878  -2.4034
O  -1.0708  0.5161  3.3116
H  -0.9478  0.6357  4.2601
H  -1.8182  -0.0891  3.2466
O  -0.8402  -2.6064  -1.4107
H  -1.7044  -2.1974  -1.5327
H  -1.0006  -3.5441  -1.5651

---

Result of the stability comparison: 2 is the least stable of them.

---

--- 1 ---
Entry from OMol25: a cluster of 10 separate species, H20O10 in total (the ωB97M-V functional and the def2-TZVPD basis).

Properties
- Gap between HOMO and LUMO: 0.3545 hartree
- Highest occupied orbital energy: -9.95 eV
- 2S+1: 1
- LUMO level: -0.300 eV

CARTESIAN COORDINATES (ANGSTROEM)
O  -0.5470  0.5025  1.2311
H  -1.1122  1.2193  1.4161
H  -0.0406  0.6448  0.4154
O  0.2503  -1.5599  -0.3304
H  -0.5092  -1.1592  -0.8786
H  0.9633  -0.9326  -0.3510
O  -2.2195  3.2778  -2.2924
H  -2.4617  2.5192  -2.7425
H  -1.2901  3.5612  -2.6003
O  0.0469  -1.2153  -3.3755
H  0.8185  -1.5607  -2.9026
H  -0.3998  -0.4762  -2.7958
O  3.3983  1.6519  1.0193
H  3.0151  0.8114  0.7278
H  4.4063  1.4113  1.1233
O  -0.0543  -3.7852  2.2611
H  -0.7386  -3.4448  2.8661
H  0.4906  -4.2543  2.8555
O  0.9312  1.4058  3.6117
H  0.7494  0.6430  4.0363
H  1.7511  1.1512  3.1574
O  -2.2641  -1.0421  1.0276
H  -3.0600  -0.6345  1.4243
H  -2.1485  -1.7596  1.5982
O  -3.1898  -1.4634  -0.9787
H  -2.4789  -0.9877  -0.6602
H  -3.1685  -2.2565  -0.4586
O  2.7683  2.8503  -2.6792
H  2.8770  2.7125  -3.5625
H  3.2163  2.1697  -2.1631

---

--- 2 ---
Entry from OMol25: a cluster of 10 separate species, H20O10 in total (the ωB97M-V functional and the def2-TZVPD basis).

Properties
- Gap between HOMO and LUMO: 0.3943 hartree
- Highest occupied orbital energy: -10.73 eV
- 2S+1: 1
- LUMO level: 0.005 eV

CARTESIAN COORDINATES (ANGSTROEM)
O  3.4632  -2.3360  -0.1251
H  3.8804  -1.8448  0.5983
H  3.1669  -1.6639  -0.7634
O  -1.9404  0.6459  -1.9110
H  -2.8258  0.2565  -1.9731
H  -1.4370  0.2571  -2.6421
O  2.6140  0.3960  -1.2947
H  3.3970  0.3890  -0.7277
H  2.3816  1.3334  -1.3664
O  -1.2582  -3.0290  -1.0920
H  -0.7552  -3.1772  -0.2762
H  -2.0987  -3.4819  -0.9530
O  -0.8451  -0.3266  3.2934
H  -0.7952  -0.3102  2.3196
H  -0.5063  -1.1972  3.5291
O  0.4889  2.6467  -1.4921
H  0.0927  2.0208  -0.8702
H  -0.2297  2.8554  -2.1020
O  0.9750  -2.6403  1.3933
H  0.8135  -3.5926  1.3997
H  1.8136  -2.5551  0.8840
O  -3.0886  2.8845  -0.2380
H  -2.3593  3.3574  0.1933
H  -2.6680  2.1263  -0.6708
O  -0.6621  2.8015  1.3102
H  0.2710  2.8045  1.5520
H  -1.0382  2.0265  1.7623
O  -0.4531  -0.1874  0.4414
H  -0.7986  0.1253  -0.4111
H  0.4018  -0.5848  0.2324

---

Result of the stability comparison: 1 is the least stable of them.

---

--- 1 ---
Entry from OMol25: a cluster of 10 separate species, H20O10 in total (the ωB97M-V functional and the def2-TZVPD basis).

Properties
- Gap between HOMO and LUMO: 0.4032 hartree
- Highest occupied orbital energy: -10.88 eV
- 2S+1: 1
- LUMO level: 0.095 eV

CARTESIAN COORDINATES (ANGSTROEM)
O  0.7950  -0.1979  0.0581
H  -0.0325  0.2933  0.0041
H  1.2493  0.1904  0.8143
O  3.1666  0.7267  -1.0601
H  2.9074  -0.1338  -0.7119
H  4.0343  0.8852  -0.6716
O  -2.5701  1.5879  -2.1051
H  -2.9437  1.3110  -2.9493
H  -2.1143  0.8027  -1.7816
O  4.3300  2.4836  1.8483
H  4.9479  2.8512  2.4903
H  3.5580  2.2470  2.3748
O  -3.0024  1.2113  1.1185
H  -2.7791  0.6182  0.3923
H  -3.9662  1.2136  1.1315
O  -0.0733  -5.0010  -0.6045
H  0.6012  -5.4520  -0.0843
H  0.3064  -4.1323  -0.7782
O  0.9448  -2.3944  -0.9199
H  1.4777  -2.8339  -0.2477
H  1.5696  -2.2082  -1.6298
O  -1.1069  -1.1763  3.2711
H  -1.4771  -0.6923  4.0179
H  -0.4380  -0.5812  2.9143
O  0.8697  3.8119  -0.6591
H  -0.0876  3.7831  -0.7676
H  1.1457  4.5541  -1.2086
O  -3.5073  -1.0381  -1.0015
H  -2.6469  -1.4311  -1.1863
H  -4.0807  -1.3947  -1.6892

---

--- 2 ---
Entry from OMol25: a cluster of 10 separate species, H20O10 in total (the ωB97M-V functional and the def2-TZVPD basis).

Properties
- Gap between HOMO and LUMO: 0.4115 hartree
- Highest occupied orbital energy: -10.98 eV
- 2S+1: 1
- LUMO level: 0.217 eV

CARTESIAN COORDINATES (ANGSTROEM)
O  -2.0351  2.3578  -1.5437
H  -1.9150  2.0938  -0.6667
H  -2.7763  2.0982  -2.0680
O  1.2047  -1.2236  2.4870
H  0.2912  -1.1388  2.6735
H  1.5760  -0.3692  2.7910
O  -0.9859  1.3492  0.8024
H  0.0028  1.1482  0.6204
H  -1.1939  0.9200  1.6515
O  1.3834  0.7415  -0.0780
H  1.2799  1.3545  -0.8341
H  1.2156  -0.2005  -0.2543
O  0.4802  -1.7405  -2.7416
H  0.9056  -0.8775  -2.8847
H  1.2353  -2.3008  -2.7235
O  1.5554  -1.8873  -0.0148
H  0.6095  -2.1466  -0.1819
H  1.4388  -1.7849  0.9588
O  -1.5048  -1.3788  -0.5717
H  -1.2045  -1.6433  -1.4220
H  -1.4672  -0.3708  -0.4781
O  0.3280  1.2763  -2.5100
H  0.1118  1.3928  -3.4594
H  -0.5848  1.5737  -2.3239
O  -1.6590  -1.4809  2.1886
H  -2.1956  -2.2166  2.5132
H  -1.7865  -1.4476  1.2305
O  2.1067  1.7639  2.5125
H  1.7032  2.5827  2.7134
H  1.8805  1.5552  1.6138

---

--- 3 ---
Entry from OMol25: a cluster of 10 separate species, H20O10 in total (the ωB97M-V functional and the def2-TZVPD basis).

Properties
- Gap between HOMO and LUMO: 0.3743 hartree
- Highest occupied orbital energy: -10.60 eV
- 2S+1: 1
- LUMO level: -0.411 eV

CARTESIAN COORDINATES (ANGSTROEM)
O  0.1576  -0.2233  -0.7910
H  0.4501  0.3391  -0.0867
H  -0.4813  -0.8133  -0.2585
O  0.9687  4.4559  -0.9746
H  0.9608  3.7052  -1.5300
H  0.0182  4.3782  -0.5903
O  2.8487  -0.7042  3.9163
H  2.7906  -1.6791  4.1191
H  2.6224  -0.4428  3.0175
O  -2.1651  -2.4892  -2.4102
H  -3.1636  -2.3603  -2.3961
H  -2.0057  -2.3872  -3.3667
O  -2.0090  0.3589  -2.1085
H  -1.1049  0.2022  -2.2772
H  -2.0796  0.5931  -1.1089
O  -2.4659  2.9276  1.5856
H  -3.3572  2.4508  1.6396
H  -2.3463  3.0274  2.5458
O  -3.5293  -0.4259  1.9382
H  -3.5719  0.0891  2.7846
H  -2.9107  0.0492  1.3765
O  5.0353  -1.1748  -0.9317
H  4.2417  -1.6650  -0.9344
H  5.4553  -1.4362  -1.7505
O  -1.0280  -3.6969  0.7343
H  -0.8157  -3.1386  1.4175
H  -0.2601  -3.9696  0.2345
O  2.3611  0.9836  -1.0695
H  2.7008  1.7366  -0.5810
H  1.4649  1.2267  -1.3652

---

Result of the stability comparison: 3 is the least stable of them.